The following is a quantum chemistry calculation of C30H38AsN4O6S2Se2TeV as an isolated structure, from OMol25.

```
85
Properties=species:S:1:pos:R:3:forces:R:3:mulliken_spin:R:1
V -1.16495 1.36456 0.22164 0.1 0.2 0.7 2.0921
O -4.04911 1.38499 3.77612 0.0 -0.1 -0.2 -0.0003
As -2.32942 1.49691 3.39897 0.2 0.1 0.0 0.0035
O -1.60070 2.61161 4.34544 -0.2 -0.1 -0.2 0.0005
O -2.37021 1.83532 1.73431 0.3 -0.3 -0.3 -0.0457
C -1.57833 -0.25263 3.65864 0.1 0.2 0.3 0.0145
C -0.48614 -0.31746 4.52049 0.0 0.1 0.0 -0.0003
C 0.13394 -1.53052 4.77800 -0.1 -0.1 -0.1 0.0009
C -0.35012 -2.68758 4.17880 0.0 0.1 0.0 -0.0004
C -1.43921 -2.63032 3.32297 0.2 -0.1 0.0 0.0004
C -2.04730 -1.41628 3.06360 -0.1 0.0 -0.1 -0.0066
S -2.99688 -0.86369 0.63354 -0.1 -0.4 0.1 0.0124
O -3.28511 -2.05445 -0.14525 0.2 0.0 0.1 -0.0021
O -3.14293 -1.40686 2.24204 -0.1 0.3 -0.2 0.0012
O -1.47133 -0.58201 0.61260 -0.2 0.4 -0.4 0.0027
H -4.19218 1.86629 4.59634 0.0 0.1 0.2 -0.0002
H -0.13328 0.59981 4.97724 0.0 0.0 0.0 0.0000
H 0.98573 -1.57154 5.44208 0.0 0.0 0.0 0.0001
H 0.12208 -3.64034 4.37686 0.0 0.0 0.0 0.0000
H -1.83280 -3.51408 2.84020 0.0 0.0 0.0 0.0000
C -5.01766 2.73138 0.08756 0.0 0.0 0.0 -0.0007
N -4.17449 3.74142 0.71007 -0.2 0.0 -0.1 -0.0045
C -4.46605 4.34562 1.91402 -0.1 -0.1 -0.1 -0.0002
C -3.39052 5.07423 2.25990 0.2 0.0 0.0 0.0000
N -2.45190 4.90699 1.26434 0.1 0.1 0.1 -0.0028
C -1.11400 5.47978 1.32062 0.0 0.0 0.0 -0.0017
C -2.93038 4.06929 0.33633 0.1 -0.1 0.0 0.0140
Se -1.99293 3.38443 -1.14936 -0.1 -0.2 0.1 -0.0086
H -6.03901 3.10269 0.03417 0.0 0.0 0.0 0.0001
H -4.97268 1.81688 0.67820 0.0 0.0 0.0 -0.0001
H -4.64585 2.53211 -0.91289 0.0 0.0 0.0 0.0009
H -5.39866 4.18070 2.41801 -0.1 0.0 0.0 0.0000
H -3.19417 5.67895 3.12370 0.0 0.0 0.1 0.0000
H -1.19308 6.56115 1.41423 0.0 0.0 0.0 -0.0002
H -0.58174 5.22362 0.40872 0.0 0.0 0.0 0.0023
H -0.58566 5.05525 2.17173 0.0 0.0 0.0 -0.0002
C 3.75260 0.95869 -3.19887 0.0 0.0 0.0 0.0014
C 3.82569 -0.47946 -2.69822 0.0 0.0 0.0 -0.0006
C 4.03325 -0.57730 -1.19031 0.1 -0.1 0.0 0.0000
C 2.82270 -0.15569 -0.37083 -0.1 0.0 0.1 -0.0128
N 1.73148 -1.11527 -0.51518 0.0 0.1 0.0 -0.0213
C 0.64568 -0.97484 -1.29770 -0.1 0.0 0.0 0.0532
Se -0.00270 0.62173 -2.04094 0.1 0.0 0.0 -0.0033
N 0.01368 -2.15543 -1.36720 -0.1 -0.2 -0.2 0.0015
C -1.08980 -2.46372 -2.28044 0.0 0.0 0.1 -0.0001
C -0.59843 -2.62065 -3.71468 0.0 0.0 0.0 -0.0026
C 0.38034 -3.77157 -3.93543 0.0 0.0 0.0 0.0001
C -0.27121 -5.14809 -3.85591 0.0 0.0 0.0 0.0001
C 0.66100 -3.06637 -0.54551 -0.1 -0.1 -0.1 -0.0059
C 0.37094 -4.38073 -0.20526 0.0 0.0 0.0 -0.0014
C 1.22911 -5.00353 0.68178 0.1 0.1 0.0 0.0003
C 2.34208 -4.33776 1.21610 -0.1 0.0 -0.1 -0.0006
C 2.62428 -3.02642 0.88025 0.0 -0.1 0.0 0.0018
C 1.75538 -2.40668 -0.00715 0.1 0.2 0.0 0.0076
H 3.65308 0.98930 -4.28401 0.0 0.0 0.0 -0.0001
H 4.65367 1.51042 -2.92547 0.0 0.0 0.0 0.0002
H 2.89890 1.48892 -2.77490 0.0 0.0 0.0 -0.0014
H 4.64392 -1.00311 -3.19778 0.0 0.0 0.0 0.0001
H 2.91288 -1.01870 -2.97850 0.0 0.0 0.0 -0.0006
H 4.86792 0.06203 -0.89094 0.0 0.0 0.0 -0.0001
H 4.30788 -1.60072 -0.91812 0.0 0.0 0.0 0.0001
H 2.43902 0.81095 -0.68726 0.0 0.0 0.0 0.0093
H 3.06245 -0.07868 0.68926 0.0 0.0 0.0 0.0023
H -1.82591 -1.66931 -2.19769 0.0 0.0 0.0 0.0031
H -1.56899 -3.36520 -1.90561 0.0 0.0 0.0 -0.0006
H -0.14680 -1.67477 -4.02502 0.0 0.0 0.0 -0.0008
H -1.48056 -2.76165 -4.34595 0.0 0.0 0.0 -0.0006
H 1.19768 -3.70493 -3.21006 0.0 0.0 0.0 -0.0001
H 0.84535 -3.65111 -4.91642 0.0 0.0 0.0 0.0000
H -0.70365 -5.33819 -2.87382 0.0 0.0 0.0 -0.0001
H 0.45154 -5.94011 -4.05075 0.0 0.0 0.0 0.0000
H -1.07444 -5.23856 -4.58907 0.0 0.0 0.0 0.0000
H -0.49378 -4.89203 -0.59967 0.0 0.0 0.0 0.0001
H 1.03421 -6.02547 0.97549 0.0 0.0 0.0 0.0000
H 2.98655 -4.85798 1.90992 0.0 0.0 0.0 0.0000
H 3.47290 -2.50535 1.29941 0.0 0.0 0.0 0.0001
Te 0.94111 2.33346 1.54016 -0.3 -0.1 0.0 -0.1071
C 2.16433 3.21042 0.07700 0.1 -0.1 0.0 0.0043
C 1.87187 3.74713 -1.14312 0.1 0.1 -0.1 0.0079
C 3.01803 4.27681 -1.81049 -0.1 0.0 0.1 0.0009
C 4.16084 4.12665 -1.08985 -0.1 0.0 0.0 -0.0041
S 3.85158 3.33927 0.40068 0.0 0.0 0.0 -0.0011
H 0.87159 3.76980 -1.55228 0.0 0.0 0.0 0.0001
H 2.98206 4.74618 -2.78187 0.0 0.0 0.0 0.0001
H 5.15573 4.44141 -1.35177 0.1 0.0 0.0 -0.0004
```
Positions in Å, forces in eV/Å.

Calculated values
**Spin multiplicity**: 3
**Energy above the lowest of the compared OMol25 structures with the same formula, charge and spin**: 4.43 kcal per mole
**Lowest unoccupied orbital energy (alpha / beta)**: -0.37 / 0.34 eV
**<S²>**: 2.0430

***

The following is a quantum chemistry calculation of a 6-piece molecular cluster, C30H38Cl20N4O7P2S overall, from OMol25.

```
102
Properties=species:S:1:pos:R:3:forces:R:3:mulliken_charge:R:1
C 0.67169 -3.54842 2.53420 -0.4 -0.1 0.2 -0.8405
C -0.06982 -2.53684 3.42202 -0.3 0.0 -0.2 -0.9425
C -0.09129 -1.08790 2.89002 -0.2 -0.4 0.2 -0.0561
N -1.44182 -0.75127 2.38232 0.4 0.1 0.0 0.0095
C -1.54390 0.28527 1.35576 -0.4 0.5 0.0 0.8050
P -0.13617 1.57876 1.40271 0.4 -0.4 -0.2 0.2057
C -0.78531 3.01352 0.47029 -0.1 0.1 0.2 -1.5879
C -0.07270 2.23356 3.12442 0.2 0.0 0.3 -0.8919
C 1.35200 2.14930 3.70184 -0.1 0.0 0.0 -1.1968
C -1.53011 -0.28246 -0.11490 -0.1 0.1 0.0 -1.3175
C -0.78289 -1.61105 -0.33266 0.0 -0.1 -0.3 -0.7796
C 0.21760 -1.58606 -1.49950 0.2 -0.3 0.3 -1.5366
C 1.43886 -0.69361 -1.30757 -0.1 0.2 -0.3 -0.9705
N 1.97115 -0.80835 0.03795 0.1 -0.4 0.1 0.3971
C 3.38061 -0.42384 0.19962 -0.1 0.3 -0.1 -1.3595
C 4.26825 -1.61185 0.44834 0.1 0.1 -0.3 -0.1141
C 4.32884 -2.16670 1.71102 0.0 -0.1 0.4 0.1885
C 5.08266 -3.30051 1.98455 -0.2 0.2 0.1 -1.0924
C 5.79763 -3.88728 0.95636 0.1 -0.3 0.3 -0.3376
C 5.77024 -3.34413 -0.31115 -0.1 0.0 -0.3 -0.8375
C 5.00486 -2.21853 -0.57012 -0.1 0.0 0.1 1.0262
O 4.96186 -1.65747 -1.81826 -0.2 0.0 -0.1 -0.5760
C -2.91340 -0.28246 -0.82798 0.1 -0.2 0.1 1.4839
O -2.62646 -0.50487 -2.23250 0.0 0.2 0.0 -0.3178
N -2.89446 -1.81780 -2.69950 0.1 -0.1 0.0 0.3893
O -2.54981 -1.91581 -3.80414 -0.1 0.0 0.0 -0.4556
C -3.95571 -1.27621 -0.31800 -0.3 0.0 0.0 1.1829
C -3.69548 -2.23290 0.65251 -0.1 0.0 -0.1 0.0614
C -4.71832 -3.08782 1.05420 0.1 0.2 -0.1 -0.9168
N -5.95527 -3.05221 0.57371 0.0 0.0 0.0 -0.6516
C -6.20491 -2.13840 -0.36172 0.2 0.1 0.0 -0.6248
C -5.25193 -1.24811 -0.83412 0.1 -0.1 0.2 -0.8099
C -3.37746 1.18983 -0.83573 -0.1 -0.1 -0.1 0.0885
P -4.64858 1.77473 -2.04823 -0.1 0.4 -0.2 0.1022
O -4.36780 3.12621 -2.58076 0.1 0.0 0.2 -0.3860
O -3.79205 1.67107 0.44405 0.2 -0.1 0.0 -0.4317
S -3.16395 1.10338 1.81376 0.0 -0.2 0.1 1.5960
O -2.89862 2.25732 2.61237 -0.1 0.0 0.0 -0.7333
O -4.07515 0.12800 2.33028 0.1 0.1 0.0 -0.6320
H -0.02431 -4.03567 1.84851 0.1 0.1 -0.2 0.2388
H 1.10570 -4.34484 3.13788 0.1 0.0 0.0 0.4084
H 1.46383 -3.07745 1.95433 0.1 -0.1 0.1 0.0704
H -1.11170 -2.85793 3.50322 0.0 0.0 0.1 0.3334
H 0.32389 -2.55668 4.43902 0.2 0.1 -0.1 0.4804
H 0.17390 -0.42494 3.71582 0.1 0.1 -0.1 0.1701
H 0.63692 -0.97104 2.08892 0.1 0.2 0.1 0.0693
H -2.00550 -0.49792 3.18511 -0.2 -0.2 -0.1 0.5148
H -1.75155 3.38147 0.80909 0.0 0.0 -0.1 0.4420
H -0.78527 2.82694 -0.60190 0.0 0.0 0.0 0.3724
H -0.05332 3.80413 0.64912 0.0 0.0 -0.1 0.5438
H -0.39997 3.27351 3.13046 -0.1 0.0 -0.1 0.6630
H -0.77051 1.69816 3.76488 -0.1 0.0 0.0 0.4524
H 1.51316 2.93773 4.43783 0.0 0.0 0.0 0.3736
H 1.53072 1.19981 4.20738 0.0 0.0 0.0 0.2793
H 2.10969 2.23505 2.92104 0.0 0.1 0.0 0.2975
H -0.96390 0.46546 -0.68169 -0.1 0.0 -0.1 0.8111
H -1.50528 -2.39669 -0.56340 0.0 0.0 0.1 1.2284
H -0.25729 -1.94557 0.55454 -0.2 0.1 0.1 -0.8639
H 0.58443 -2.61284 -1.61719 -0.1 0.0 0.0 0.4782
H -0.28935 -1.33148 -2.42754 0.1 0.1 -0.1 0.3259
H 2.18867 -0.96098 -2.06530 -0.1 0.0 0.0 0.5525
H 1.17024 0.34926 -1.51904 0.1 0.1 0.2 0.3635
H 1.87792 -1.77016 0.34256 0.0 -0.1 -0.1 -0.2701
H 3.70736 0.11089 -0.69189 0.0 0.0 0.0 0.6882
H 3.47451 0.26606 1.04310 0.0 0.0 0.0 0.3430
H 3.75302 -1.69316 2.49930 0.0 0.0 0.1 0.4574
H 5.08781 -3.70129 2.98933 0.1 -0.1 0.0 0.4781
H 6.38464 -4.77978 1.13543 0.0 0.0 0.0 0.4893
H 6.33363 -3.80216 -1.11347 0.1 0.0 -0.1 0.2435
H 5.10140 -2.33908 -2.48303 0.2 0.0 0.0 0.2911
H -2.73173 -2.31757 1.12807 0.0 0.1 0.1 0.2493
H -4.51360 -3.83368 1.81432 0.0 0.0 0.0 0.4245
H -7.21097 -2.11444 -0.76601 0.0 0.0 0.0 0.4073
H -5.54236 -0.56597 -1.61893 0.0 0.0 0.0 0.2809
H -2.51044 1.77436 -1.15762 0.0 0.0 0.0 0.0870
H -4.71094 0.78117 -3.03344 0.0 -0.1 0.0 0.0344
H -5.86318 1.65872 -1.35553 0.0 -0.1 0.1 0.1081
Cl 0.30275 5.58006 -2.56098 0.0 0.0 0.0 -0.1235
C -1.04514 6.37448 -1.73187 0.0 0.0 0.1 0.2873
Cl -2.38991 5.25149 -1.60186 -0.1 0.0 -0.1 0.0424
Cl -0.51794 6.87533 -0.11609 0.0 0.0 0.0 -0.1223
Cl -1.54066 7.79536 -2.65288 0.0 0.0 0.0 -0.0865
Cl 8.92359 -5.91222 -1.38553 0.0 0.0 0.0 -0.0947
C 9.69440 -6.86112 -0.10860 0.0 0.0 0.0 0.3579
Cl 10.76485 -5.82086 0.82824 0.0 0.0 -0.1 -0.0721
Cl 8.45395 -7.53956 0.95143 0.0 0.0 0.0 -0.1021
Cl 10.62457 -8.17192 -0.83600 0.0 0.0 0.0 -0.0986
Cl -5.41333 6.25294 -3.59940 0.0 0.0 0.0 -0.0617
C -4.59005 6.45238 -5.14165 0.0 0.0 0.1 0.2787
Cl -3.96264 8.10658 -5.26170 0.0 0.1 -0.1 -0.0976
Cl -3.24791 5.31576 -5.25738 0.0 0.0 0.0 -0.0600
Cl -5.72831 6.16484 -6.46185 0.0 -0.1 0.0 -0.0900
Cl 8.80876 -5.61940 6.08494 0.0 0.0 0.0 -0.1017
C 9.19923 -4.44430 4.82647 0.0 0.0 0.0 0.3097
Cl 9.27407 -2.82956 5.53391 0.0 0.0 0.0 -0.1049
Cl 10.76309 -4.85003 4.11522 0.0 0.0 0.1 -0.0943
Cl 7.94602 -4.47384 3.58089 0.1 0.0 0.0 -0.0170
Cl -8.83598 8.92644 -8.77164 0.0 0.0 0.0 -0.1056
C -8.50590 9.81803 -7.28136 0.0 0.0 0.0 0.3079
Cl -8.61161 11.55246 -7.60110 0.0 0.0 0.0 -0.1057
Cl -9.69793 9.37285 -6.05651 0.0 0.0 0.0 -0.0990
Cl -6.89111 9.41432 -6.70348 0.0 0.1 0.0 -0.0039
```
Positions in Å, forces in eV/Å.

Calculated values
**SMILES string**: CCCN[C@@]1(P(C)CC)[C@@H](CCCNCc2ccccc2O)[C@@](ON=O)(c2ccncc2)[C@@H]([PH2]=O)OS1(=O)=O.ClC(Cl)(Cl)Cl.ClC(Cl)(Cl)Cl.ClC(Cl)(Cl)Cl.ClC(Cl)(Cl)Cl.ClC(Cl)(Cl)Cl
**Lowest unoccupied orbital energy**: -0.34 eV

***

The following is a quantum chemistry calculation of C30H38ClN5O4Pt as an isolated structure, from OMol25.

```
79
Properties=species:S:1:pos:R:3:forces:R:3:mulliken_spin:R:1
Pt -0.14934 -2.43760 -0.41209 0.0 0.0 -0.6 1.0070
C -0.34136 -1.98351 2.96231 0.0 0.0 0.0 0.0043
N 0.42276 -2.77898 2.01189 0.0 0.0 0.1 0.1619
C 0.32784 -4.20020 2.33676 0.0 0.0 0.0 0.0066
C 1.82487 -2.34360 1.97808 0.0 0.0 0.0 0.0877
C 2.54521 -2.87542 0.76517 0.0 0.0 0.0 -0.0271
C 3.90063 -3.17141 0.82648 0.0 0.0 0.0 -0.0068
C 4.58340 -3.56647 -0.31555 0.0 0.0 0.0 0.0095
C 3.89784 -3.67764 -1.51637 0.0 0.0 0.0 -0.0047
C 2.53757 -3.39359 -1.57066 0.0 0.0 0.0 0.0796
C 1.84026 -2.97619 -0.44016 0.0 -0.1 0.1 0.1895
H 0.07310 -2.05834 3.97747 0.0 0.0 0.0 0.0019
H -1.37214 -2.33663 2.98995 0.0 0.0 0.0 -0.0002
H -0.33200 -0.93592 2.65774 0.0 0.0 0.0 -0.0031
H 0.70066 -4.39693 3.35128 0.0 0.0 0.0 0.0008
H 0.91923 -4.77546 1.62631 0.0 0.0 0.0 -0.0026
H -0.70933 -4.52653 2.26954 0.0 0.0 0.0 0.0000
H 2.33770 -2.63255 2.90706 0.0 0.0 0.0 0.0009
H 1.82024 -1.24928 1.93139 0.0 0.0 0.0 -0.0017
H 4.43029 -3.08053 1.76925 0.0 0.0 0.0 0.0017
H 5.64141 -3.78913 -0.26598 0.0 0.0 0.0 0.0010
H 4.42109 -3.98925 -2.41225 0.0 0.0 0.0 0.0011
H 2.01785 -3.48632 -2.51791 0.0 0.0 0.0 0.0062
O -1.26934 -5.30762 -0.43414 0.0 -0.1 -0.2 -0.0163
C -0.93603 -4.26751 -0.74574 0.0 0.1 0.7 0.2121
O -0.94973 -4.34259 -2.92520 0.0 -0.1 -0.3 0.0161
C -0.66685 -3.25558 -3.41763 0.1 0.2 0.1 -0.0028
C -0.58831 -2.99601 -4.91288 0.0 0.0 0.0 0.0154
C -0.10485 -1.55317 -4.99069 0.0 0.0 0.0 0.0129
C -0.10886 -1.09464 -3.53880 0.1 0.1 0.0 -0.0221
O 0.10581 0.05745 -3.18521 0.0 -0.1 0.0 -0.0061
N -0.38637 -2.13433 -2.70029 -0.1 -0.1 0.0 0.1362
H -1.57818 -3.14933 -5.34289 0.0 0.0 0.0 -0.0006
H 0.08279 -3.72272 -5.36832 0.0 0.0 0.0 0.0003
H -0.73177 -0.89186 -5.58617 0.0 0.0 0.0 0.0004
H 0.91440 -1.46545 -5.36870 0.0 0.0 0.0 0.0001
C -1.46700 5.15661 1.63516 0.0 0.0 0.0 0.0000
C -2.50270 4.15236 1.11200 0.0 0.0 0.0 0.0000
C -2.85395 3.16847 2.23314 0.0 0.0 0.0 -0.0002
C -3.78652 4.93205 0.79003 0.0 0.0 0.0 -0.0001
C -1.95622 3.45867 -0.18087 0.0 0.0 0.0 -0.0006
O -1.97129 4.41225 -1.25573 0.0 0.0 0.0 0.0000
C -0.49822 2.95263 -0.10728 0.0 0.0 0.0 0.0097
C -0.01098 2.03182 1.01920 0.0 0.0 0.0 0.0029
C 1.42386 1.62127 0.78867 0.0 0.0 0.0 0.0043
C 1.74110 0.62022 -0.12613 0.0 0.0 0.0 0.1503
C 3.05325 0.23265 -0.34868 0.0 0.0 0.0 0.0587
C 4.06526 0.86645 0.35238 0.0 0.0 0.0 0.0011
Cl 5.71542 0.37925 0.10064 0.0 0.0 0.0 0.0000
C 3.78406 1.87820 1.25523 0.0 0.0 0.0 0.0031
C 2.46388 2.25060 1.46425 0.0 0.0 0.1 -0.0015
C -2.91038 2.38425 -0.76591 0.0 0.0 0.0 -0.0005
N -2.68506 1.01028 -0.34896 0.0 0.0 -0.1 0.0029
C -1.81993 0.15038 -0.88133 0.0 0.0 0.0 0.0010
N -1.83768 -0.97467 -0.18058 0.0 -0.1 0.0 0.0366
C -2.78144 -0.74604 0.77024 0.0 0.0 0.0 0.0130
N -3.32265 0.44359 0.69985 0.0 0.0 0.0 0.0018
H -1.87101 5.66964 2.50921 0.0 0.0 0.0 0.0000
H -1.23010 5.92941 0.89871 0.0 0.0 0.0 0.0000
H -0.53586 4.67694 1.93694 0.0 0.0 0.0 0.0000
H -3.18599 3.73844 3.10376 0.0 0.0 0.0 0.0000
H -2.01811 2.54760 2.54702 0.0 0.0 0.0 0.0002
H -3.66568 2.50386 1.94447 0.0 0.0 0.0 0.0002
H -4.09840 5.48104 1.68050 0.0 0.0 0.0 0.0000
H -4.61174 4.27109 0.52097 0.0 0.0 0.0 0.0000
H -3.64208 5.64336 -0.02039 0.0 0.0 0.0 0.0000
H -1.34937 5.11706 -1.04696 0.0 0.0 0.0 0.0000
H 0.14143 3.84096 -0.10517 0.0 0.0 0.0 -0.0002
H -0.28944 2.46514 -1.06548 0.0 0.0 0.0 -0.0007
H -0.63498 1.13844 1.08488 0.0 0.0 0.1 0.0093
H -0.07673 2.52519 1.98882 0.0 0.1 0.0 0.0031
H 0.95653 0.12127 -0.68569 0.0 0.0 0.0 -0.1428
H 3.28237 -0.56395 -1.04438 0.0 0.0 0.0 0.0046
H 4.58905 2.36111 1.79201 0.0 0.0 0.0 0.0001
H 2.24213 3.03352 2.18130 0.0 0.0 0.0 -0.0003
H -2.75543 2.40802 -1.84328 0.0 0.0 0.0 -0.0002
H -3.95179 2.61892 -0.56506 0.0 0.0 0.0 0.0005
H -1.18503 0.34964 -1.73898 0.0 0.0 0.0 -0.0156
H -3.07309 -1.47314 1.50848 0.0 0.0 0.0 0.0005
```
Positions in Å, forces in eV/Å.

Calculated values
**Spin multiplicity**: 3
**Energy above the lowest of the compared OMol25 structures with the same formula, charge and spin**: 0.00 kcal per mole
**Lowest unoccupied orbital energy (alpha / beta)**: 0.45 / -0.53 eV
**<S²>**: 2.0077